{"formula": "C24H25Cl3CoI2N4O2S", "method": "the ωB97M-V functional and the def2-TZVPD basis", "symbols": ["Co", "I", "C", "C", "C", "I", "C", "O", "C", "C", "N", "C", "C", "C", "C", "C", "C", "N", "C", "H", "H", "H", "H", "H", "H", "H", "H", "H", "H", "H", "Cl", "C", "C", "C", "Cl", "C", "O", "C", "Cl", "C", "H", "H", "C", "C", "N", "C", "S", "N", "C", "C", "H", "H", "H", "H", "H", "H", "H", "H", "H", "H", "H", "H"], "xyz": [[-0.1843, 0.3319, 0.6464], [-6.2242, 4.6187, -0.0763], [-4.3969, 3.6059, -0.2727], [-4.1191, 2.8766, -1.4181], [-2.8985, 2.2403, -1.5199], [-2.4320, 1.1116, -3.2212], [-1.9125, 2.2926, -0.5063], [-0.7740, 1.6558, -0.6438], [-2.2393, 3.0423, 0.6497], [-1.2179, 3.2030, 1.7429], [-0.6380, 1.9222, 2.1917], [0.5602, 2.0979, 3.0252], [1.6105, 1.0517, 2.7493], [2.4459, 0.6002, 3.7590], [3.4278, -0.3295, 3.4606], [3.5681, -0.7497, 2.1470], [2.6985, -0.2495, 1.1981], [1.7241, 0.6189, 1.4877], [-3.4654, 3.6780, 0.7503], [-4.8426, 2.8127, -2.2188], [-1.6795, 3.7272, 2.5853], [-0.3989, 3.8206, 1.3654], [-1.3479, 1.4314, 2.7257], [0.3230, 2.1134, 4.0907], [1.0033, 3.0650, 2.7769], [2.3234, 0.9754, 4.7663], [4.0674, -0.7218, 4.2398], [4.3294, -1.4622, 1.8632], [2.7743, -0.5579, 0.1636], [-3.7056, 4.2441, 1.6425], [-4.3500, -5.1940, 2.8049], [-3.1412, -4.0216, 2.5349], [-3.5029, -2.7923, 1.9658], [-2.5216, -1.8740, 1.7307], [-2.8427, -0.3773, 0.9526], [-1.1462, -2.0963, 2.0867], [-0.2612, -1.2270, 1.8883], [-0.8414, -3.3724, 2.6695], [0.7887, -3.6961, 3.0712], [-1.8145, -4.3141, 2.8713], [-4.5325, -2.5876, 1.7095], [-1.5525, -5.2773, 3.2851], [1.7848, 1.3621, -4.8157], [2.1168, 1.4102, -3.3253], [1.1983, 0.6430, -2.4958], [1.2933, -0.6618, -2.2435], [0.2009, -1.3548, -1.1322], [2.2337, -1.3854, -2.8641], [2.4602, -2.8196, -2.7062], [1.8729, -3.6108, -3.8680], [2.5254, 1.9411, -5.3674], [0.7998, 1.7879, -5.0016], [1.7906, 0.3436, -5.2073], [2.0775, 2.4413, -2.9790], [3.1330, 1.0468, -3.1502], [0.4151, 1.1202, -2.0577], [2.7213, -0.9556, -3.6342], [2.0004, -3.1271, -1.7727], [3.5376, -2.9788, -2.6354], [0.8063, -3.4072, -3.9641], [2.0045, -4.6784, -3.6942], [2.3664, -3.3534, -4.8062]], "forces_ev_per_a": [[0.256, 1.075, -0.804], [0.185, -0.145, -0.046], [-0.200, 0.134, 0.093], [-0.057, 0.128, 0.024], [0.489, -0.272, 0.064], [-0.174, 0.097, 0.039], [-0.726, 0.350, -0.110], [0.309, 0.072, -0.055], [0.213, -0.340, -0.123], [-0.124, 0.068, -0.291], [0.074, -0.439, 0.052], [-0.069, -0.022, -0.078], [0.140, 0.013, 0.117], [0.053, 0.047, 0.021], [-0.072, 0.036, -0.070], [0.070, 0.028, 0.018], [0.132, -0.014, -0.050], [0.073, -0.129, 0.323], [-0.211, 0.051, 0.040], [0.023, -0.020, -0.014], [0.104, 0.085, -0.010], [0.070, -0.085, 0.047], [-0.006, 0.053, 0.101], [0.023, 0.039, 0.003], [-0.025, 0.025, 0.046], [-0.038, -0.033, 0.006], [0.029, 0.026, -0.007], [-0.004, 0.012, -0.023], [-0.110, -0.063, 0.004], [0.068, 0.007, 0.008], [0.094, 0.077, -0.005], [-0.067, -0.065, 0.022], [0.032, 0.187, -0.095], [-0.310, 0.122, -0.212], [-0.357, -0.070, 0.050], [0.341, 0.396, -0.055], [-0.372, -0.900, 0.475], [0.138, -0.409, 0.171], [-0.108, 0.047, -0.017], [0.234, -0.012, 0.063], [0.007, -0.023, -0.036], [-0.064, -0.004, 0.023], [0.042, 0.041, 0.100], [-0.068, -0.120, -0.220], [0.368, -0.138, -0.032], [-0.136, 0.457, -0.139], [-0.051, -0.588, 0.359], [0.038, 0.030, 0.050], [-0.121, -0.057, -0.177], [0.039, 0.039, 0.107], [-0.032, 0.000, -0.051], [-0.011, -0.012, -0.002], [-0.017, -0.011, 0.002], [0.022, -0.014, 0.066], [0.024, 0.082, 0.061], [-0.149, 0.063, 0.089], [-0.008, 0.096, 0.019], [0.032, 0.041, 0.094], [-0.022, -0.007, 0.030], [-0.002, -0.004, 0.001], [0.022, -0.006, -0.043], [-0.031, -0.020, -0.023]], "spin_multiplicity": 5, "homo_energy_ev": [-9.83, -9.89], "total_charge": 1}

{"formula": "C19H39N3O", "method": "the ωB97M-V functional and the def2-TZVPD basis", "symbols": ["C", "C", "C", "C", "N", "C", "C", "C", "C", "C", "N", "C", "O", "H", "H", "H", "H", "H", "H", "H", "H", "H", "H", "H", "H", "H", "H", "H", "H", "H", "H", "H", "C", "C", "C", "C", "N", "C", "C", "C", "C", "C", "H", "H", "H", "H", "H", "H", "H", "H", "H", "H", "H", "H", "H", "H", "H", "H", "H", "H", "H", "H"], "xyz": [[6.8521, -3.8371, 0.3985], [5.8751, -5.0956, 0.1740], [4.8372, -4.8126, -1.0206], [3.7301, -3.7069, -0.5703], [2.3819, -4.2595, -0.8405], [1.3190, -3.2159, -0.9252], [-0.0112, -3.6676, -0.1269], [-0.6437, -5.0281, -0.6661], [-1.9281, -5.3701, 0.2234], [-3.1292, -4.3124, 0.0514], [1.7301, -1.9605, -0.2193], [1.0247, -0.9623, -0.7037], [-0.0163, -0.2839, -0.9245], [6.9984, -3.2498, -0.5749], [7.8726, -4.1679, 0.8034], [6.3488, -3.0972, 1.1185], [5.2377, -5.3163, 1.0972], [6.5377, -6.0047, -0.0470], [4.3607, -5.7766, -1.3922], [5.4707, -4.3734, -1.8758], [3.9122, -3.5440, 0.5440], [3.9835, -2.7760, -1.1976], [2.4292, -4.7040, -1.7681], [0.1989, -3.7676, 1.0035], [-0.8268, -2.8623, -0.2248], [0.1002, -5.8976, -0.5654], [-0.8798, -4.9234, -1.7851], [-2.3647, -6.4041, 0.0225], [-1.6111, -5.3567, 1.3157], [-2.8736, -3.3805, 0.6749], [-3.2733, -3.9980, -1.0379], [-4.1194, -4.6915, 0.4766], [-4.5221, 5.9894, -0.1988], [-3.0616, 6.4123, -0.1050], [-2.0896, 5.5906, -0.9618], [-2.2201, 4.0694, -0.9643], [-1.7261, 3.2790, 0.2468], [-0.2080, 3.1091, 0.2577], [0.3194, 4.2982, 1.0346], [-0.7836, 4.6648, 2.0196], [-2.0195, 3.8678, 1.6156], [-2.3727, 1.9080, 0.1513], [-4.6705, 4.9439, 0.0821], [-5.1272, 6.5918, 0.4823], [-4.9078, 6.1343, -1.2111], [-2.7532, 6.4110, 0.9420], [-2.9860, 7.4582, -0.4187], [-1.0661, 5.9020, -0.7491], [-2.2628, 5.9027, -1.9977], [-1.6603, 3.6734, -1.8158], [-3.2615, 3.7863, -1.1313], [0.0156, 2.1824, 0.7925], [0.1669, 3.0376, -0.7625], [0.5370, 5.1338, 0.3668], [1.2557, 4.0603, 1.5423], [-0.9671, 5.7416, 2.0079], [-0.4956, 4.4145, 3.0430], [-2.9564, 4.4187, 1.5964], [-2.1417, 3.0331, 2.3102], [-2.0933, 1.4701, -0.8078], [-3.4545, 2.0329, 0.2254], [-2.0110, 1.2870, 0.9694]], "forces_ev_per_a": [[-0.640, 0.153, 0.202], [-0.044, 0.093, -0.543], [0.800, 0.564, 0.287], [1.411, -1.381, -0.616], [0.624, 0.941, 0.108], [-1.709, -0.422, 0.659], [0.392, 0.038, -0.490], [0.011, -0.018, 0.524], [-0.619, 0.167, -0.236], [0.423, 0.387, 0.583], [-2.472, 3.666, -2.263], [-1.781, -2.317, 1.090], [3.969, -1.564, 1.018], [-0.081, -1.013, 1.256], [-1.521, 0.598, -0.493], [0.926, -1.053, -0.903], [1.105, 0.266, -1.044], [-1.084, 1.141, 0.233], [0.463, 1.203, 0.607], [-1.015, -0.741, 1.010], [-0.519, 0.219, -1.492], [-0.611, -0.918, 1.198], [0.027, 0.469, 0.646], [-0.252, -0.088, -1.215], [1.272, -0.974, 0.023], [-0.928, 1.355, -0.100], [0.136, -0.098, 1.607], [0.765, 1.179, 0.062], [-0.356, -0.074, -1.291], [-0.390, -1.195, -1.102], [0.200, -0.477, 1.461], [1.317, 0.289, -0.672], [-0.013, 0.094, 0.014], [-0.039, 0.029, 0.241], [-0.008, 0.284, 0.016], [0.083, 0.154, -0.036], [-0.097, -0.785, 0.059], [-0.009, 0.037, 0.094], [0.440, 0.259, -0.280], [-0.115, 0.586, 0.441], [0.036, -0.136, 0.016], [0.114, 0.306, -0.169], [-0.058, 0.022, -0.032], [0.001, -0.041, -0.112], [-0.020, -0.098, 0.057], [0.016, -0.005, -0.002], [0.088, -0.117, -0.011], [0.016, -0.074, 0.000], [0.038, -0.262, -0.024], [-0.004, -0.070, 0.214], [0.095, 0.003, 0.226], [-0.189, -0.006, -0.254], [-0.147, -0.169, 0.082], [-0.010, -0.079, 0.059], [-0.109, -0.100, -0.113], [-0.035, -0.119, -0.013], [-0.114, -0.018, -0.110], [0.071, 0.001, -0.130], [-0.051, -0.039, -0.314], [0.003, -0.097, 0.168], [0.132, 0.013, -0.027], [0.064, 0.032, -0.175]], "e_above_lowest_kj_mol": 165.1, "homo_energy_ev": -3.50}

{"formula": "C3H6N2O", "method": "the ωB97M-V functional and the def2-TZVPD basis", "symbols": ["C", "C", "C", "N", "N", "O", "H", "H", "H", "H", "H", "H"], "xyz": [[-1.1144, -1.3453, 0.0417], [0.2202, -1.5948, 0.0008], [-0.8125, 0.0529, -0.1732], [0.6026, -0.2330, -0.1474], [1.6865, 0.5784, 0.2101], [-1.5039, 0.9382, -0.8620], [-2.0073, -1.8331, -0.0879], [0.8952, -2.4021, -0.1299], [-0.3319, 1.8641, 1.5243], [1.9887, 1.3026, -0.3869], [1.4169, 0.9166, 1.1630], [-1.0401, 1.7555, -1.1527]], "forces_ev_per_a": [[1.279, 0.986, -0.069], [0.343, 0.495, 0.330], [1.261, 1.219, 1.517], [-0.380, 1.858, -2.555], [-1.285, -2.327, 3.391], [-0.231, 0.525, -0.971], [-1.582, -1.336, -0.240], [0.289, -0.715, 0.363], [-0.143, -0.575, -0.238], [-0.365, 0.542, -1.192], [0.820, 0.283, -1.063], [-0.007, -0.954, 0.728]], "e_above_lowest_kj_mol": 811.1, "homo_energy_ev": [-8.46, -6.92]}

{"formula": "C4H8N2", "method": "the ωB97M-V functional and the def2-TZVPD basis", "symbols": ["C", "C", "C", "C", "H", "H", "H", "H", "H", "H", "H", "H", "N", "N"], "xyz": [[-1.1005, 1.6104, 0.2277], [-0.8301, -0.5971, -0.4096], [0.2358, -1.5436, 0.0132], [1.2686, -0.6070, 0.5302], [-1.5925, 0.9596, 1.2570], [-0.4588, 2.5454, 0.5605], [-1.8681, 2.2429, -0.4383], [-1.5265, -1.0276, -1.1644], [-1.2812, -0.5524, 0.5511], [0.7322, -2.1866, -0.8361], [-0.1880, -2.2288, 0.9749], [2.2725, -0.9712, 0.6580], [-0.1707, 0.5882, -0.7358], [1.0945, 0.5607, 0.2028]], "forces_ev_per_a": [[0.185, 2.111, -0.417], [-0.683, -3.509, -0.389], [0.720, -4.397, 1.021], [0.456, -2.910, -1.227], [1.502, 2.387, -3.372], [-0.782, -2.353, -0.319], [1.036, -2.225, 1.407], [0.510, 0.632, 0.372], [-1.520, 0.359, 0.353], [-1.015, 0.788, 1.689], [1.347, 1.240, -2.971], [0.342, 0.071, 1.428], [-0.796, 4.603, 4.885], [-1.299, 3.202, -2.462]], "e_above_lowest_kj_mol": 467.4, "homo_energy_ev": -9.65}

{"formula": "C19H18AsCl8CoN4O3S", "method": "the ωB97M-V functional and the def2-TZVPD basis", "symbols": ["Co", "C", "C", "N", "N", "C", "N", "S", "C", "C", "C", "C", "C", "N", "H", "H", "H", "H", "H", "H", "H", "H", "H", "Cl", "C", "C", "Cl", "C", "Cl", "C", "O", "C", "Cl", "C", "Cl", "Cl", "C", "Cl", "Cl", "C", "O", "O", "C", "As", "C", "C", "H", "H", "H", "H", "H", "H", "H", "H", "H"], "xyz": [[-0.2649, -0.2384, 1.3024], [-1.3343, 3.6949, 0.3010], [-0.7736, 2.3048, 0.2688], [-1.3669, 1.3216, 0.9020], [-2.5004, 1.5148, 1.5393], [-2.8625, 0.6507, 2.4436], [-4.1090, 0.7709, 2.9774], [-1.8055, -0.5163, 3.1501], [0.4123, 1.9586, -0.4552], [1.0982, 2.8465, -1.3046], [2.2622, 2.4408, -1.9145], [2.7251, 1.1419, -1.7059], [1.9910, 0.3186, -0.8698], [0.8939, 0.7095, -0.2487], [-1.9367, 3.8041, 1.1996], [-1.9821, 3.8605, -0.5609], [-0.5438, 4.4413, 0.3002], [-4.7904, 1.2121, 2.3799], [-4.4189, -0.0176, 3.5233], [0.7115, 3.8409, -1.4626], [2.8210, 3.1230, -2.5402], [3.6379, 0.7862, -2.1587], [2.3207, -0.6923, -0.6614], [5.9055, -1.9183, 4.4880], [4.4801, -1.1346, 3.9264], [3.5760, -1.8092, 3.1116], [3.8857, -3.4359, 2.6585], [2.4332, -1.1739, 2.6696], [1.2828, -1.9987, 1.6783], [2.1228, 0.1760, 2.9993], [1.0904, 0.7684, 2.5767], [3.0711, 0.8208, 3.8424], [2.7453, 2.4461, 4.2904], [4.2087, 0.1830, 4.2929], [5.3038, 1.0140, 5.3218], [-4.3108, -2.3714, 1.6349], [-3.5272, -2.6580, 0.0752], [-4.7877, -2.8957, -1.1382], [-2.5373, -4.1121, 0.1818], [-2.6221, -1.3834, -0.2958], [-3.1932, -0.4917, -0.8822], [-1.4427, -1.5134, 0.0804], [-0.0554, 0.0385, -4.4436], [-0.7856, -0.7731, -2.7756], [-2.2453, -1.7433, -3.6749], [0.4592, -2.3083, -2.8067], [0.0982, -0.7088, -5.2203], [0.8977, 0.5176, -4.2198], [-0.7395, 0.7972, -4.8231], [-1.9301, -2.1157, -4.6490], [-3.1071, -1.0917, -3.8016], [-2.5497, -2.5874, -3.0601], [0.4087, -2.8101, -3.7738], [0.1954, -3.0248, -2.0299], [1.4839, -1.9792, -2.6384]], "forces_ev_per_a": [[-0.388, 0.990, -0.382], [-0.054, -0.303, -0.117], [-1.756, -0.196, 0.826], [1.937, -0.248, 0.482], [-1.532, 1.510, -0.716], [0.955, -0.781, 0.842], [-0.035, 0.141, -0.157], [0.402, -0.066, -0.662], [1.369, -0.433, -0.420], [-0.535, -0.207, 0.449], [0.309, -0.515, -0.028], [-0.162, 0.402, -0.033], [0.320, -0.124, 0.085], [-0.812, -0.002, 0.427], [-0.002, 0.018, -0.031], [-0.062, 0.109, -0.059], [0.083, 0.026, -0.024], [-0.023, 0.025, 0.045], [0.022, 0.113, -0.130], [-0.035, 0.066, 0.011], [-0.027, 0.030, -0.065], [0.016, -0.041, -0.042], [-0.033, -0.027, 0.006], [0.210, -0.150, 0.061], [-0.025, -0.097, -0.021], [0.045, 0.180, 0.108], [0.011, -0.283, -0.109], [0.195, 0.288, 0.221], [-0.248, -0.304, -0.140], [-0.206, 0.093, -0.162], [0.062, 0.048, -0.025], [0.156, -0.080, 0.070], [-0.128, 0.189, -0.021], [-0.184, -0.064, -0.132], [0.202, 0.126, 0.154], [-0.170, -0.067, 0.140], [0.184, 0.234, -0.227], [-0.199, -0.121, -0.215], [0.054, -0.348, 0.014], [-0.392, -0.650, 0.284], [-0.451, 0.614, -0.150], [0.672, -0.225, 0.245], [-0.032, -0.084, 0.098], [0.271, 0.113, -0.663], [0.001, 0.047, 0.038], [-0.027, -0.044, -0.020], [0.022, -0.105, -0.079], [0.041, 0.036, 0.017], [-0.051, 0.044, 0.049], [0.119, -0.021, -0.055], [-0.028, 0.052, 0.077], [-0.043, -0.023, 0.083], [0.015, 0.001, -0.058], [-0.071, 0.058, 0.098], [0.036, 0.058, 0.010]], "e_above_lowest_kj_mol": 141.9, "spin_multiplicity": 2, "homo_energy_ev": [-5.03, -5.01], "total_charge": -1}

{"formula": "H6O3", "method": "the ωB97M-V functional and the def2-TZVPD basis", "symbols": ["H", "H", "H", "H", "H", "H", "O", "O", "O"], "xyz": [[-0.7486, -0.8711, 0.6322], [-1.0455, -0.8997, -0.8581], [3.2482, 0.9302, 0.2161], [3.1256, -0.5847, 0.2174], [-2.1497, 1.1677, -0.2545], [-2.9060, 0.2149, 0.6567], [-0.6146, -0.3684, -0.1792], [3.5933, 0.1395, -0.2137], [-2.5027, 0.2716, -0.2169]], "forces_ev_per_a": [[0.101, 0.085, -0.228], [0.181, 0.224, 0.262], [0.020, -0.066, -0.101], [-0.002, 0.053, -0.118], [0.031, -0.272, -0.016], [-0.290, 0.124, -0.154], [5.206, -2.091, -0.008], [-0.035, 0.017, 0.188], [-5.212, 1.926, 0.176]], "e_above_lowest_kj_mol": 213.1, "homo_energy_ev": -8.96}